Entry 1:
Computed, not measured: C22H54F6N5O12S2V as an isolated structure at a distorted geometry, with wB97M-V/def2-TZVPD.

Computed properties:
Electronic energy, eV: -119370.464
HOMO, eV: -9.29

Last column: Mulliken charge in e.
Geometry (Å):
O  15.85328  0.58155  -17.88022  -0.186
V  17.06640  1.26183  -18.59792  1.306
O  16.49163  1.97020  -19.91394  -0.538
C  17.56189  -2.31087  -17.32337  0.683
F  17.14530  -1.28746  -16.57734  -0.168
F  18.12278  -3.22874  -16.54792  -0.221
F  16.53073  -2.83913  -17.94501  -0.192
S  18.86461  -1.68049  -18.51572  0.597
O  19.85174  -1.02131  -17.69699  -0.687
O  19.31662  -2.87426  -19.18755  -0.537
N  17.90190  -0.51358  -19.43176  -0.599
S  18.03272  -0.86580  -21.01361  0.776
O  17.46643  0.20226  -21.78114  -0.609
O  19.32365  -1.33161  -21.45599  -0.582
C  16.77014  -2.26082  -21.40385  0.580
F  16.91308  -2.59360  -22.67972  -0.210
F  16.93283  -3.34942  -20.67686  -0.213
F  15.56235  -1.75436  -21.21632  -0.208
C  20.61249  4.33817  -12.59520  -0.762
O  19.25434  4.02163  -12.73199  -0.357
C  18.60575  4.72982  -13.76575  -0.642
C  17.21806  4.13915  -13.94799  -0.486
N  17.27762  2.71292  -14.25863  0.460
C  16.09734  1.98453  -13.87437  -0.718
C  16.36618  0.44384  -13.97009  -0.377
O  17.55955  -0.06315  -13.40355  -0.343
C  17.56386  0.09950  -11.98322  -0.778
H  21.08720  4.15929  -13.57837  0.175
H  21.20377  3.59732  -12.05688  0.346
H  20.88066  5.36467  -12.34428  0.327
H  19.25348  4.61222  -14.64391  0.087
H  18.42975  5.79480  -13.57462  0.526
H  16.73041  4.64278  -14.79081  -0.061
H  16.58928  4.39698  -13.08670  0.488
H  18.07895  2.39189  -13.71764  0.120
H  15.29035  2.25374  -14.55838  -0.052
H  15.74900  2.14498  -12.84522  0.529
H  16.37416  0.12810  -15.01077  -0.149
H  15.49960  0.02920  -13.44498  0.656
H  17.76702  1.15152  -11.77431  0.231
H  18.26520  -0.59716  -11.53201  0.252
H  16.59656  -0.14929  -11.53342  0.338
C  8.29364  1.64746  -17.53720  -1.379
C  8.67508  0.22257  -17.10885  0.681
C  10.03957  0.13849  -16.42456  -0.803
O  11.04971  0.46100  -17.35270  -0.312
C  12.34644  0.41422  -16.84654  -0.612
N  7.66778  -0.28775  -16.16861  -0.764
H  8.09500  2.28812  -16.67601  0.346
H  7.40680  1.55338  -18.16489  0.363
H  9.07555  2.17636  -18.08091  0.324
H  8.58929  -0.47002  -17.95151  0.264
H  10.17163  -0.88397  -16.04590  0.289
H  10.09404  0.77084  -15.53190  0.315
H  12.63073  1.22646  -16.16472  0.271
H  13.08975  0.39878  -17.64424  0.110
H  12.50954  -0.52800  -16.30515  0.387
H  6.73459  -0.14086  -16.53948  0.247
H  7.74338  -1.29992  -16.13354  0.249
C  20.73505  2.29442  -15.95197  -1.697
C  19.67869  2.41939  -17.03193  1.875
C  20.22967  2.16268  -18.40723  -1.545
O  19.21251  2.27603  -19.38789  0.610
C  19.59966  2.26065  -20.74748  -1.271
N  18.55063  1.48666  -16.80298  1.043
H  20.22496  2.25143  -14.98560  0.259
H  21.45939  3.10885  -15.90043  0.442
H  21.34218  1.38547  -15.99770  0.481
H  19.28406  3.43877  -16.97322  -0.743
H  20.63987  1.14837  -18.44084  0.339
H  20.98116  2.92159  -18.65071  0.498
H  20.14074  1.34690  -20.99797  0.335
H  20.21047  3.15727  -20.91204  0.374
H  18.73238  2.38900  -21.38952  0.290
H  18.99463  0.63826  -16.44143  0.401
H  18.12112  1.84229  -15.93880  -0.789
C  19.27277  5.98857  -19.37679  -1.635
C  17.89457  6.40185  -18.80883  0.623
C  16.76783  5.96100  -19.75678  -0.898
O  15.48721  6.37886  -19.31819  -0.227
C  15.26278  7.77031  -19.46576  -0.821
N  17.77407  5.83116  -17.46150  -0.643
H  19.39961  6.45244  -20.36148  0.514
H  19.39183  4.91609  -19.52820  0.076
H  20.13006  6.40699  -18.84663  0.438
H  17.90619  7.49150  -18.69651  0.421
H  16.80800  4.87313  -19.83705  -0.057
H  16.96290  6.37153  -20.75101  0.601
H  15.84296  8.40323  -18.78621  0.309
H  14.21769  7.88986  -19.18561  0.276
H  15.47642  8.07914  -20.49174  0.330
H  18.44834  6.18208  -16.79028  0.308
H  16.90667  6.23055  -17.09454  0.195
C  14.22557  4.51525  -16.65600  -1.174
C  14.73608  3.59689  -17.77768  0.141
O  16.13128  3.41102  -17.65831  1.686
H  14.45556  4.15314  -15.65473  0.120
H  13.16539  4.74978  -16.75032  0.450
H  14.75457  5.47026  -16.75067  0.206
H  14.42097  3.94495  -18.76156  0.298
H  14.23116  2.64882  -17.58245  -0.146
H  16.57162  4.27822  -17.75646  -1.072


Entry 2:
Computed, not measured: C17H22N2O2S2 in the gas phase, with wB97M-V/def2-TZVPD.

Computed properties:
Structure (SMILES): COCCN(C(=S)Nc1ccccc1OC)[C@H](C)c1cccs1
Electronic energy, eV: -46730.927
HOMO, eV: -7.65
Relative energy (zero: lowest compared OMol25 entry of this formula, charge and spin), eV: 1.829

Last column: Mulliken charge in e.
Geometry (Å):
C  -4.79579  -1.33285  -1.48779  -0.861
O  -3.73158  -1.00745  -0.63505  -0.211
C  -4.03964  0.02090  0.27240  -0.463
C  -2.90581  0.14366  1.29669  -1.320
N  -1.59726  0.23511  0.69203  0.393
C  -0.73054  -0.81306  0.78962  0.434
S  -1.07158  -2.14417  1.71291  -0.448
N  0.45501  -0.66394  0.14345  0.458
C  1.51175  -1.56526  0.01891  0.098
C  1.35865  -2.93990  -0.06590  -0.372
C  2.46480  -3.75612  -0.23466  -0.886
C  3.72602  -3.20511  -0.33562  -0.681
C  3.89448  -1.82840  -0.28068  -0.579
C  2.79837  -1.00347  -0.10679  0.841
O  2.84774  0.37183  -0.05030  -0.235
C  4.10113  0.99544  -0.17050  -0.909
C  -1.35052  1.40321  -0.14403  0.232
C  -1.29521  1.06094  -1.63775  -1.558
C  -0.14636  2.17235  0.32959  -0.418
C  0.33471  2.27239  1.60100  -0.105
C  1.44363  3.14036  1.70587  -0.646
C  1.78340  3.69724  0.51722  -0.610
S  0.76291  3.16872  -0.76066  -0.148
H  -5.66704  -1.68390  -0.92148  0.324
H  -5.09834  -0.47037  -2.09730  0.336
H  -4.44037  -2.13024  -2.13688  0.240
H  -4.19205  0.96831  -0.27371  0.316
H  -4.97148  -0.20459  0.81317  0.560
H  -2.90057  -0.75174  1.92248  0.487
H  -3.08601  1.02394  1.92341  0.331
H  0.74870  0.28793  -0.04748  -0.125
H  0.37405  -3.36858  0.00631  0.447
H  2.33204  -4.82536  -0.29011  0.380
H  4.59138  -3.83751  -0.46389  0.395
H  4.88662  -1.41494  -0.37012  0.395
H  4.56434  0.78188  -1.13914  0.364
H  3.90498  2.06380  -0.09046  0.172
H  4.77855  0.69185  0.63355  0.361
H  -2.22206  2.05422  0.00917  0.357
H  -0.36009  0.57954  -1.90946  0.288
H  -2.10801  0.38003  -1.87539  0.374
H  -1.40123  1.96809  -2.22823  0.494
H  -0.08023  1.73212  2.43313  0.510
H  1.96006  3.33723  2.62787  0.407
H  2.56843  4.39588  0.30460  0.584


Entry 3:
Computed, not measured: a 7-piece molecular cluster, C13H25Cl3F6NO14PS2 overall at a distorted geometry, with wB97M-V/def2-TZVPD.

Computed properties:
Multiplicity: 2
Electronic energy, eV: -128875.140
Charge: -1
HOMO (alpha / beta), eV: -1.91 / -8.76

Last column: Mulliken charge in e.
Geometry (Å):
N  -1.59160  -3.87773  -2.36482  -3.421
H  -0.76439  -4.10983  -2.89582  0.788
H  -1.86908  -2.91093  -2.45647  0.136
H  -1.54265  -4.27857  -1.43906  0.855
H  -2.41997  -4.23101  -2.82211  1.285
P  -1.28711  -0.29547  -0.79596  1.681
F  -0.45141  -1.37333  0.10897  -0.424
F  -0.09330  0.86750  -0.65906  -0.392
F  -0.43108  -1.13290  -1.92833  -0.311
F  -1.86648  0.84545  -1.83453  -0.371
F  -2.47218  -1.32589  -1.10064  -0.174
F  -2.06145  0.47036  0.42032  -0.371
C  -5.06718  2.04993  -0.42792  0.499
Cl  -6.19299  3.03284  0.64349  -0.161
Cl  -4.33550  3.20738  -1.63737  -0.143
Cl  -5.93270  0.70421  -1.16507  -0.121
H  -4.23017  1.64169  0.13852  -0.145
C  2.63603  -0.31690  0.31364  -0.835
C  3.52864  -1.46259  -0.20168  0.369
C  3.19026  -1.88598  -1.65629  0.071
O  4.52731  -1.89843  -2.23936  -0.346
C  5.45761  -1.36205  -1.37444  0.584
O  6.61944  -1.07903  -1.67920  -0.585
O  4.86608  -0.97519  -0.21630  -0.387
H  2.18795  -0.53463  1.28313  0.175
H  2.04649  0.14343  -0.47922  -0.143
H  3.10132  0.62387  0.60786  0.469
H  3.50611  -2.35941  0.41746  0.333
H  2.52237  -1.27065  -2.25912  -0.103
H  2.74753  -2.87472  -1.53588  0.286
C  -2.68010  -1.80397  3.01205  -1.315
C  -2.07172  -2.65945  4.19597  0.433
C  -0.57590  -2.70619  4.42038  -0.201
O  -0.42409  -2.19920  5.78239  -0.339
C  -1.61896  -1.92295  6.31464  0.687
O  -1.80340  -1.47519  7.47814  -0.609
O  -2.57084  -2.14092  5.40095  -0.363
H  -2.71596  -2.19048  1.99351  0.351
H  -2.04136  -0.94011  2.82801  0.203
H  -3.72111  -1.57173  3.23668  0.382
H  -2.46327  -3.63240  3.89906  0.233
H  -0.05012  -2.10781  3.67633  0.201
H  -0.41345  -3.78369  4.39430  0.280
C  0.62485  0.80475  -4.43912  -0.251
C  1.69144  1.78790  -3.89282  -0.125
O  2.82697  1.22622  -4.48351  -0.318
S  2.58026  0.69722  -6.01859  1.021
O  3.26837  -0.59807  -6.40315  -0.518
O  2.77086  1.79321  -6.92583  -0.544
O  0.92434  0.55693  -5.75724  -0.419
H  -0.36427  1.16442  -4.15563  0.388
H  0.60697  -0.17906  -3.97019  0.225
H  1.67335  1.74579  -2.80379  0.179
H  1.40973  2.78338  -4.23599  0.335
C  -0.74913  3.73861  3.07408  -0.377
C  -0.70502  3.67057  1.50764  0.196
O  0.55495  4.10787  1.11328  -0.285
S  1.55563  4.30570  2.44281  1.082
O  1.62713  5.72116  2.74438  -0.559
O  2.73535  3.48382  2.30370  -0.504
O  0.57296  3.52837  3.52203  -0.324
H  -1.40076  2.91126  3.35511  0.346
H  -1.06638  4.69861  3.48134  0.306
H  -1.39430  4.42840  1.13523  0.219
H  -0.92095  2.72563  1.00910  -0.116